Entry 1:
Molecular formula: C33H57HfNP2
Method: DFT, wB97M-V/def2-TZVPD

- F_max: 0.0529 hartree/bohr
- LUMO energy (spin up / spin down): -7.56 / -7.56 eV
- HOMO (spin up / spin down): -11.409 / -11.410 eV

Geometry as ORCA input:
```
! wB97M-V def2-TZVPD RIJCOSX def2/J DEFGRID3
* xyz 2 1
Hf 0.22 -0.62 -0.62
C 2.51 -0.94 -0.23
C 2.30 -0.49 -1.59
C 1.59 1.20 -0.14
C 2.11 0.13 0.64
C 1.76 0.85 -1.54
C 3.26 -2.16 0.20
H 3.06 -3.01 -0.47
H 2.98 -2.45 1.22
H 4.34 -1.97 0.20
C 2.41 0.28 2.09
H 2.89 -0.61 2.51
H 1.47 0.47 2.61
H 3.05 1.16 2.27
C 1.22 2.53 0.44
H 2.10 3.19 0.51
H 0.84 2.40 1.46
H 0.44 3.02 -0.15
C 1.71 1.79 -2.69
H 2.71 2.21 -2.89
H 1.02 2.62 -2.49
H 1.38 1.27 -3.60
C 2.84 -1.16 -2.81
H 3.93 -1.04 -2.87
H 2.39 -0.73 -3.71
H 2.62 -2.23 -2.81
C -1.25 -2.97 -2.40
C 0.07 -3.22 -2.56
C 0.66 -3.70 -3.85
C 0.77 -2.70 -5.03
C 0.22 -1.32 -4.81
C -1.08 -1.07 -4.65
C -2.12 -2.15 -4.72
C -2.24 -3.11 -3.51
H 0.10 -4.58 -4.23
H 0.28 -3.16 -5.90
H 1.68 -4.06 -3.64
H -2.23 -4.14 -3.92
H -1.71 -2.81 -1.42
H 0.76 -3.30 -1.71
H -3.24 -2.96 -3.08
H -3.10 -1.65 -4.85
H -1.47 -0.05 -4.66
H -1.96 -2.76 -5.62
H 1.84 -2.60 -5.29
H 0.93 -0.51 -5.03
P -0.30 -2.38 1.34
C 0.39 -2.15 3.03
H -0.09 -2.86 3.71
H 0.16 -1.13 3.37
H 1.48 -2.29 3.05
C -2.00 -2.74 1.91
H -1.95 -3.56 2.65
H -2.64 -3.05 1.07
H -2.46 -1.88 2.41
C 0.22 -4.10 0.99
H -0.33 -4.48 0.13
H 0.02 -4.73 1.87
H 1.29 -4.15 0.76
P -1.84 1.09 -0.91
C -1.73 2.06 -2.46
H -2.75 2.24 -2.83
H -1.17 1.51 -3.22
H -1.24 3.03 -2.28
C -3.32 0.12 -1.43
H -3.18 -0.25 -2.46
H -4.21 0.77 -1.39
H -3.46 -0.74 -0.77
C -2.63 2.30 0.20
H -3.27 2.99 -0.37
H -1.88 2.90 0.74
H -3.25 1.81 0.95
C 2.40 4.78 3.51
N 1.13 4.08 3.44
C -0.02 4.95 3.40
C 1.04 2.92 4.33
C -0.25 2.16 4.16
C -1.35 2.34 5.04
C -2.55 1.66 4.80
C -2.67 0.82 3.70
C -1.57 0.66 2.83
C -0.40 1.27 3.15
H 2.63 5.14 4.52
H 2.37 5.63 2.83
H 3.21 4.10 3.20
H -0.34 5.29 4.41
H -0.87 4.44 2.93
H 0.25 5.83 2.80
H 1.88 2.27 4.06
H 1.15 3.23 5.39
H -1.25 3.02 5.89
H -3.39 1.79 5.48
H -3.62 0.29 3.50
H -1.69 0.06 1.93
*
```

Charges computed using Mulliken, reported in e: -1.07, 0.82, 0.20, -0.22, 0.24, 0.71, -1.21, 0.32, 0.37, 0.34, -0.50, 0.69, -0.73, 0.30, -0.04, 0.38, -0.48, 0.28, -1.34, 0.32, 0.39, 0.29, -0.89, 0.33, 0.48, 0.05, -0.19, 0.59, -1.52, -1.46, -0.36, -0.33, -1.26, -1.31, 0.50, 0.52, 0.49, 0.46, 0.46, 0.55, 0.38, 0.46, 0.65, 0.43, 0.34, 1.03, 1.18, -1.06, 0.60, 0.09, 0.35, -1.26, 0.54, 0.40, 0.24, -1.37, 0.40, 0.53, 0.33, 1.46, -1.36, 0.56, 0.02, 0.42, -1.47, 0.32, 0.54, 0.32, -1.46, 0.57, 0.18, 0.44, -1.11, 0.39, -0.84, -1.11, 0.53, -0.48, -1.03, -1.76, 0.74, -0.27, 0.35, 0.34, 0.28, 0.31, 0.18, 0.32, 0.24, 0.57, 0.47, 0.41, 0.45, 1.05

---

Entry 2:
Molecular formula: C33H58Br2N8O2S
Method: DFT, wB97M-V/def2-TZVPD

- F_max: 0.1962 hartree/bohr
- LUMO energy: 0.49 eV
- HOMO: -6.821 eV

Geometry as ORCA input:
```
! wB97M-V def2-TZVPD RIJCOSX def2/J DEFGRID3
* xyz 0 1
C 6.18 0.74 -5.17
C 5.34 1.38 -3.95
Br 6.47 2.07 -2.44
C 3.91 1.45 -3.93
Br 2.92 0.78 -5.53
N 3.27 2.02 -2.73
S 3.32 0.67 -1.52
C 1.81 2.32 -2.97
O 0.99 1.75 -2.18
O 1.38 3.20 -3.98
C -0.08 3.20 -4.10
C -0.69 1.91 -4.82
C -1.58 0.96 -3.87
C -1.37 -0.55 -4.37
C -0.07 -1.26 -3.76
N -0.13 -1.47 -2.27
H 5.66 0.85 -6.17
H 7.20 1.27 -5.27
H 6.44 -0.35 -4.90
H 2.96 -0.44 -2.33
H -0.61 3.47 -3.10
H -0.32 4.10 -4.79
H 0.11 1.27 -5.34
H -1.39 2.28 -5.66
H -2.70 1.20 -4.08
H -1.43 1.12 -2.76
H -2.26 -1.23 -4.17
H -1.20 -0.49 -5.52
H 0.92 -0.75 -4.00
H -0.01 -2.31 -4.24
H 0.53 -0.75 -1.89
H 0.39 -2.37 -2.11
C 0.99 2.77 2.81
C 1.35 1.44 3.46
C 2.74 0.95 3.08
C 2.81 0.73 1.59
N 2.88 0.58 0.41
H 0.96 2.69 1.72
H 0.00 3.10 3.14
H 1.71 3.55 3.08
H 0.60 0.70 3.19
H 1.30 1.56 4.55
H 2.96 0.00 3.58
H 3.50 1.67 3.37
C -1.35 -4.44 0.79
C -1.90 -5.23 -0.39
C -0.80 -5.92 -1.20
C 0.14 -4.89 -1.76
N 0.88 -4.08 -2.20
H -0.70 -3.62 0.46
H -2.17 -3.99 1.35
H -0.78 -5.08 1.47
H -2.47 -4.56 -1.04
H -2.59 -5.99 -0.02
H -1.23 -6.49 -2.03
H -0.23 -6.62 -0.58
C 6.93 2.94 -9.15
C 8.39 2.94 -8.72
C 9.16 1.73 -9.25
C 8.55 0.46 -8.72
N 8.07 -0.53 -8.31
H 6.39 2.08 -8.75
H 6.43 3.84 -8.77
H 6.84 2.93 -10.24
H 8.44 2.96 -7.63
H 8.87 3.85 -9.09
H 10.21 1.78 -8.93
H 9.15 1.70 -10.34
C -0.14 6.76 6.09
C 1.33 6.77 6.48
C 2.11 5.58 5.92
C 1.52 4.30 6.45
N 1.05 3.28 6.87
H -0.66 5.88 6.48
H -0.65 7.64 6.48
H -0.26 6.76 5.00
H 1.40 6.78 7.58
H 1.79 7.70 6.12
H 3.16 5.64 6.22
H 2.07 5.57 4.83
C -6.68 -3.77 2.93
C -5.79 -2.74 3.61
C -4.40 -2.65 2.97
C -3.71 -3.98 3.07
N -3.17 -5.03 3.14
H -6.27 -4.78 3.00
H -7.67 -3.78 3.39
H -6.81 -3.53 1.86
H -5.70 -3.00 4.67
H -6.27 -1.76 3.57
H -3.80 -1.90 3.48
H -4.48 -2.36 1.92
C -7.99 -3.53 8.91
C -8.84 -4.29 7.90
C -8.29 -4.18 6.47
C -8.27 -2.74 6.04
N -8.27 -1.60 5.70
H -7.98 -2.45 8.70
H -8.40 -3.66 9.92
H -6.96 -3.89 8.91
H -9.86 -3.91 7.93
H -8.87 -5.34 8.18
H -8.92 -4.75 5.78
H -7.28 -4.58 6.41
*
```

Mulliken atomic charge list, values in e, 99 entries: -0.90, 0.18, -0.18, 0.16, -0.11, -0.15, 0.15, 0.50, -0.51, -0.36, -0.48, -0.28, -0.38, -0.91, 0.19, -0.64, 0.23, 0.29, 0.24, 0.10, 0.24, 0.29, -0.02, 0.42, 0.31, 0.25, 0.38, 0.28, -0.17, 0.38, 0.13, 0.44, -0.93, -0.39, -0.45, 0.40, -0.55, 0.33, 0.30, 0.17, 0.30, 0.27, 0.31, 0.27, -0.40, -0.46, -0.50, 0.28, -0.58, 0.31, -0.50, 0.37, 0.32, 0.32, 0.29, 0.30, -1.08, -0.38, -0.37, 0.25, -0.44, 0.28, 0.32, 0.33, 0.25, 0.30, 0.28, 0.28, -1.14, -0.48, -0.24, 0.26, -0.51, 0.36, 0.33, 0.30, 0.30, 0.31, 0.32, 0.21, -1.16, -0.34, -0.43, 0.31, -0.57, 0.35, 0.29, 0.36, 0.20, 0.31, 0.36, 0.37, -1.16, -0.57, -0.24, 0.24, -0.53, 0.36, 0.33

---

Entry 3:
Molecular formula: C33H58Cl6F2N6O6
Method: DFT, wB97M-V/def2-TZVPD

- F_max: 0.0897 hartree/bohr
- LUMO energy: 0.10 eV
- SMILES: Fc1ccccc1.Fc1ccccc1.CNC(C)=O.CNC(C)=O.CNC(C)=O.CNC(C)=O.CNC(C)=O.CNC(C)=O.ClCCl.ClCCl.ClCCl
- HOMO: -9.211 eV

Geometry as ORCA input:
```
! wB97M-V def2-TZVPD RIJCOSX def2/J DEFGRID3
* xyz 0 1
F -1.73 1.06 1.68
C -0.91 0.41 0.85
C -1.43 -0.46 -0.07
C -0.54 -1.31 -0.74
C 0.81 -1.21 -0.54
C 1.30 -0.31 0.38
C 0.44 0.54 1.10
H -2.50 -0.54 -0.08
H -1.06 -2.08 -1.28
H 1.49 -1.86 -1.07
H 2.37 -0.18 0.48
H 0.86 1.32 1.72
F 7.36 2.29 5.26
C 7.51 2.18 6.56
C 8.52 1.35 7.11
C 8.52 1.06 8.49
C 7.74 1.91 9.32
C 6.92 2.93 8.76
C 6.84 3.08 7.40
H 9.07 0.62 6.54
H 9.25 0.42 8.94
H 7.83 1.71 10.38
H 6.40 3.53 9.48
H 6.21 3.83 6.93
C 2.66 -3.18 6.29
N 2.00 -4.07 5.34
C 2.28 -5.30 5.11
C 1.38 -6.10 4.14
O 3.27 -5.85 5.59
H 3.67 -2.99 5.94
H 2.76 -3.69 7.25
H 2.18 -2.21 6.41
H 1.44 -3.60 4.64
H 0.61 -5.63 3.53
H 0.96 -6.92 4.71
H 2.03 -6.59 3.41
C 7.85 -3.94 1.33
N 8.57 -5.23 1.45
C 8.64 -6.14 0.48
C 7.93 -6.03 -0.88
O 9.37 -7.09 0.59
H 6.79 -4.13 1.19
H 8.32 -3.29 0.59
H 7.87 -3.26 2.18
H 9.25 -5.39 2.19
H 8.44 -5.35 -1.56
H 6.85 -5.89 -0.81
H 7.97 -6.97 -1.44
C -0.20 7.26 -6.67
N -1.21 7.00 -5.63
C -1.00 6.49 -4.42
C -2.23 6.20 -3.66
O 0.12 6.28 -3.94
H -0.60 6.86 -7.61
H 0.68 6.73 -6.30
H -0.02 8.32 -6.79
H -2.19 7.14 -5.88
H -2.03 5.87 -2.64
H -2.77 5.40 -4.17
H -2.84 7.07 -3.43
C 4.88 -5.27 -6.80
N 4.41 -6.61 -6.43
C 3.15 -6.83 -6.06
C 2.73 -8.24 -5.62
O 2.33 -5.93 -5.88
H 4.34 -4.39 -6.44
H 5.16 -5.06 -7.83
H 5.83 -5.22 -6.26
H 5.10 -7.33 -6.33
H 1.67 -8.36 -5.87
H 2.74 -8.14 -4.54
H 3.40 -9.06 -5.91
C -10.01 2.48 0.67
N -10.78 1.74 -0.32
C -11.74 2.19 -1.12
C -12.25 3.60 -1.01
O -12.22 1.54 -1.99
H -9.03 2.00 0.74
H -10.30 2.50 1.72
H -9.94 3.53 0.40
H -10.41 0.85 -0.62
H -11.47 4.33 -0.77
H -12.98 3.65 -0.20
H -12.71 3.98 -1.92
C -6.09 7.93 3.14
N -6.45 9.30 2.69
C -6.88 9.65 1.48
C -6.22 10.88 0.91
O -7.46 8.88 0.71
H -6.60 7.59 4.05
H -5.07 8.06 3.51
H -6.11 7.22 2.32
H -6.04 10.10 3.15
H -5.16 10.61 0.89
H -6.42 11.79 1.48
H -6.65 11.15 -0.06
Cl -8.98 -4.87 -5.68
C -9.15 -3.25 -5.19
Cl -8.29 -2.95 -3.62
H -8.63 -2.61 -5.91
H -10.19 -2.93 -5.14
Cl -4.40 -9.81 -0.70
C -3.89 -9.25 -2.24
Cl -4.49 -10.20 -3.56
H -4.11 -8.19 -2.37
H -2.80 -9.25 -2.27
Cl 6.57 1.88 -2.66
C 5.50 3.26 -2.84
Cl 5.72 4.28 -1.38
H 5.84 3.86 -3.68
H 4.47 2.88 -2.82
*
```

Mulliken atomic charge list, values in e, 99 entries: -0.30, 0.54, -0.49, -0.26, -0.58, -0.32, -0.50, 0.39, 0.34, 0.39, 0.41, 0.39, -0.27, 0.37, -0.49, -0.34, -0.33, -0.36, -0.33, 0.33, 0.36, 0.34, 0.34, 0.38, -0.78, -0.19, 0.56, -0.91, -0.65, 0.28, 0.26, 0.30, 0.27, 0.32, 0.24, 0.29, -0.83, -0.19, 0.61, -1.02, -0.62, 0.26, 0.30, 0.32, 0.26, 0.27, 0.33, 0.31, -0.77, -0.21, 0.80, -1.17, -0.66, 0.29, 0.30, 0.25, 0.23, 0.31, 0.29, 0.33, -0.90, -0.19, 0.68, -0.98, -0.64, 0.31, 0.29, 0.33, 0.24, 0.29, 0.26, 0.32, -0.79, -0.16, 0.62, -1.01, -0.60, 0.31, 0.26, 0.24, 0.28, 0.32, 0.25, 0.29, -0.81, -0.24, 0.69, -1.06, -0.63, 0.26, 0.30, 0.30, 0.25, 0.26, 0.37, 0.30, -0.13, -0.22, -0.16

---

Entry 4:
Molecular formula: C33H59Cl2N2O
Method: DFT, wB97M-V/def2-TZVPD

- F_max: 0.0716 hartree/bohr
- LUMO energy: -4.76 eV
- HOMO: -11.519 eV

Geometry as ORCA input:
```
! wB97M-V def2-TZVPD RIJCOSX def2/J DEFGRID3
* xyz 1 1
C -3.11 2.79 1.74
C -2.71 2.84 0.23
N -1.40 2.68 -0.06
N -1.07 2.75 -1.32
C 0.43 2.61 -1.55
O 0.96 1.46 -0.92
C 1.59 1.75 0.31
C 1.08 1.01 1.48
C 1.68 1.22 2.79
C 2.77 2.19 2.91
C 3.30 2.95 1.79
C 2.70 2.69 0.47
C -1.80 2.90 -2.45
C -3.26 3.08 -2.27
C -3.68 3.06 -0.87
C -5.20 3.25 -0.52
Cl -5.94 1.71 0.11
C -5.52 4.52 0.36
C -4.44 5.67 0.24
Cl -7.10 5.21 -0.28
H -2.85 3.78 2.20
H -4.21 2.65 1.87
H -2.57 2.00 2.31
H 0.65 2.52 -2.64
H 0.87 3.58 -1.19
H 0.25 0.28 1.34
H 1.30 0.64 3.66
H 3.21 2.34 3.93
H 4.12 3.69 1.87
H 3.05 3.23 -0.44
H -1.32 2.93 -3.46
H -3.96 3.24 -3.12
H -5.70 3.43 -1.51
H -5.64 4.19 1.42
H -3.69 5.62 1.08
H -3.97 5.73 -0.77
H -4.99 6.64 0.40
C -1.84 -4.00 5.45
C -1.31 -3.90 4.03
C -0.66 -2.55 3.72
C -1.59 -1.34 3.81
C -2.82 -1.40 2.90
C -2.47 -1.45 1.42
H -2.64 -3.27 5.64
H -2.26 -4.99 5.62
H -1.05 -3.84 6.18
H -2.11 -4.10 3.31
H -0.56 -4.68 3.88
H -0.21 -2.59 2.72
H 0.18 -2.39 4.42
H -1.02 -0.44 3.57
H -1.92 -1.21 4.85
H -3.44 -0.51 3.09
H -3.44 -2.26 3.16
H -1.89 -0.57 1.13
H -3.39 -1.45 0.82
H -1.91 -2.34 1.17
C 7.97 4.84 -4.02
C 6.56 4.72 -3.44
C 6.45 3.65 -2.35
C 6.74 2.22 -2.81
C 5.86 1.71 -3.95
C 4.38 1.65 -3.60
H 8.28 3.91 -4.51
H 8.00 5.63 -4.76
H 8.69 5.07 -3.24
H 5.85 4.52 -4.24
H 6.28 5.68 -3.01
H 5.44 3.70 -1.92
H 7.14 3.90 -1.54
H 6.62 1.55 -1.94
H 7.79 2.14 -3.10
H 6.20 0.70 -4.22
H 6.01 2.32 -4.84
H 4.22 1.00 -2.73
H 3.81 1.24 -4.44
H 3.98 2.64 -3.37
C -0.67 -6.63 1.60
C -0.79 -5.59 0.50
C -2.22 -5.43 -0.03
C -2.80 -6.68 -0.69
C -2.00 -7.23 -1.87
C -1.89 -6.26 -3.04
H -0.93 -7.63 1.25
H 0.36 -6.67 1.97
H -1.32 -6.39 2.45
H -0.10 -5.83 -0.31
H -0.47 -4.62 0.90
H -2.24 -4.60 -0.74
H -2.88 -5.14 0.80
H -3.82 -6.45 -1.04
H -2.92 -7.47 0.06
H -2.49 -8.15 -2.22
H -1.00 -7.53 -1.54
H -2.88 -5.99 -3.41
H -1.34 -6.72 -3.86
H -1.37 -5.35 -2.75
*
```

Charges computed using Mulliken, reported in e: -1.02, 0.63, -0.43, 0.47, -0.52, -0.43, 0.31, 0.16, -0.57, -0.38, -0.72, 0.01, 0.20, -0.87, 0.69, -0.93, -0.08, 0.26, -1.12, -0.15, 0.31, 0.25, 0.16, 0.12, 0.43, 0.32, 0.36, 0.34, 0.39, 0.19, 0.40, 0.41, 0.55, 0.31, 0.22, 0.27, 0.46, -1.55, 0.24, -0.67, -0.34, -0.66, -0.14, 0.31, 0.44, 0.31, -0.10, 0.33, 0.20, 0.43, 0.00, 0.43, 0.40, 0.39, -0.35, 0.41, -0.06, -1.24, -0.42, -0.11, -0.75, -0.49, -1.04, 0.29, 0.38, 0.30, 0.24, 0.38, -0.19, 0.41, 0.38, 0.33, 0.35, 0.26, 0.30, 0.45, 0.18, -1.29, -0.17, -0.44, -0.90, -0.41, -1.18, 0.38, 0.37, 0.22, 0.41, 0.03, 0.44, 0.23, 0.40, 0.33, 0.39, 0.24, 0.29, 0.38, 0.27